No. 1
C21H21N3O5S | wB97M-V/def2-TZVPD

- E_HOMO (eV) = -8.0213
- structure (SMILES) = COCCCNC(=O)c1ccc2c(=O)n(Cc3ccc4c(c3)OCO4)c(=S)[nH]c2c1
- orbital gap (eV) = 7.76

Bonds (Å) are listed after each position.
Element x y z (Å)
1 C -9.45886 -3.42624 -0.35669  O2 1.404, H31 1.088, H32 1.097, H33 1.097
2 O -8.15582 -2.96247 -0.11759  C1 1.404, C3 1.408
3 C -8.04663 -1.55999 -0.18336  O2 1.408, C4 1.524, H34 1.101, H35 1.103
4 C -6.58946 -1.18203 0.05447  C3 1.524, C5 1.528, H36 1.091, H37 1.092
5 C -6.39241 0.33334 0.06230  C4 1.528, N6 1.444, H38 1.092, H39 1.095
6 N -5.00115 0.67960 0.23512  C5 1.444, C7 1.353, H40 1.007
7 C -4.28334 1.31317 -0.72026  N6 1.353, O8 1.213, C9 1.499
8 O -4.76291 1.71115 -1.76110  C7 1.213
9 C -2.83609 1.51364 -0.38482  C7 1.499, C10 1.397, C30 1.386
10 C -2.22648 2.69857 -0.80452  C9 1.397, C11 1.377, H41 1.078
11 C -0.89264 2.92297 -0.54648  C10 1.377, C12 1.394, H42 1.079
12 C -0.13719 1.96019 0.12144  C11 1.394, C13 1.467, C29 1.400
13 C 1.28761 2.19015 0.38608  C12 1.467, O14 1.211, N15 1.395
14 O 1.87349 3.20334 0.07400  C13 1.211
15 N 1.95091 1.15063 1.03733  C13 1.395, C16 1.459, C26 1.366
16 C 3.38119 1.30680 1.28081  N15 1.459, C17 1.508, H43 1.092, H44 1.093
17 C 4.19265 0.47228 0.32243  C16 1.508, C18 1.387, C22 1.397
18 C 4.00481 0.62463 -1.04338  C17 1.387, C19 1.392, H45 1.079
19 C 4.71167 -0.13538 -1.97107  C18 1.392, C20 1.373, H46 1.077
20 C 5.61308 -1.04456 -1.47460  C19 1.373, C21 1.396, O25 1.369
21 C 5.81215 -1.19696 -0.10126  C20 1.396, C22 1.372, O23 1.369
22 C 5.11291 -0.45471 0.81707  C17 1.397, C21 1.372, H47 1.077
23 O 6.76337 -2.15673 0.11549  C21 1.369, C24 1.411
24 C 7.14777 -2.61677 -1.16170  O23 1.411, O25 1.412, H48 1.102, H49 1.102
25 O 6.43187 -1.90864 -2.15124  C20 1.369, C24 1.412
26 C 1.35786 -0.01496 1.43229  N15 1.366, S27 1.645, N28 1.362
27 S 2.14620 -1.21764 2.23038  C26 1.645
28 N 0.03199 -0.17116 1.16097  C26 1.362, C29 1.371, H50 1.012
29 C -0.74106 0.76212 0.52075  C12 1.400, N28 1.371, C30 1.394
30 C -2.09438 0.54325 0.27011  C9 1.386, C29 1.394, H51 1.081
31 H -9.42126 -4.51088 -0.28290  C1 1.088
32 H -9.80668 -3.13894 -1.35681  C1 1.097
33 H -10.16447 -3.03280 0.38608  C1 1.097
34 H -8.37695 -1.19773 -1.16947  C3 1.101
35 H -8.69141 -1.09446 0.58046  C3 1.103
36 H -5.97981 -1.62880 -0.73196  C4 1.091
37 H -6.27489 -1.60853 1.00926  C4 1.092
38 H -6.70084 0.76363 -0.89330  C5 1.092
39 H -6.98596 0.78608 0.86397  C5 1.095
40 H -4.55553 0.39586 1.09244  N6 1.007
41 H -2.82270 3.42363 -1.33528  C10 1.078
42 H -0.40103 3.83281 -0.85410  C11 1.079
43 H 3.59165 1.01460 2.31152  C16 1.092
44 H 3.59916 2.36915 1.14164  C16 1.093
45 H 3.29779 1.35762 -1.40137  C18 1.079
46 H 4.56301 -0.01640 -3.03086  C19 1.077
47 H 5.26246 -0.59366 1.87424  C22 1.077
48 H 8.22853 -2.45525 -1.30240  C24 1.102
49 H 6.92837 -3.69354 -1.24785  C24 1.102
50 H -0.37354 -1.04869 1.46004  N28 1.012
51 H -2.53648 -0.39860 0.56236  C30 1.081


No. 2
C4H7NO2 | wB97M-V/def2-TZVPD

- E_HOMO (spin up / spin down) (eV) = -8.7222 / -8.7229
- orbital gap (spin up / spin down) (eV) = 8.70 / 8.70

Bonds (Å) are listed after each position.
Element x y z (Å)
1 C -0.31772 -0.64379 0.91677  C2 1.484, O5 1.315, N7 1.330
2 C -1.07658 -0.33309 2.15333  C1 1.484, H9 1.089, H10 1.093, H11 1.094
3 C 1.34177 1.07083 -1.82240  C4 1.489, H12 1.095, H13 1.094, H14 1.090
4 C 0.25662 0.36747 -1.08349  C3 1.489, N7 1.291, H8 1.091
5 O -0.09915 -1.91510 0.66038  C1 1.315, O6 1.490
6 O -0.70776 -1.87050 -0.69871  O5 1.490
7 N 0.24581 0.32964 0.20669  C1 1.330, C4 1.291
8 H -0.65673 0.10807 -1.62081  C4 1.091
9 H -1.05927 0.72987 2.38855  C2 1.089
10 H -2.10478 -0.67322 2.00277  C2 1.093
11 H -0.65908 -0.90887 2.98453  C2 1.094
12 H 1.74200 0.40616 -2.59455  C3 1.095
13 H 0.94244 1.95390 -2.33054  C3 1.094
14 H 2.15243 1.37864 -1.16254  C3 1.090